Record 1
C47H37N2O15 | ωB97M-V/def2-TZVPD

Results
Charge   -1
Energy   -83020.870 eV
Highest occupied orbital energy   -2.3 eV
Max |F|   1.35 eV Å⁻¹
E_LUMO   -0.0138 Eh
HOMO-LUMO gap   2.0 eV
Multiplicity   1

Geometry as XYZ:
```
101
Properties=species:S:1:pos:R:3:forces:R:3:mulliken_charge:R:1
N -1.96243 0.56102 -1.98961 0.71 -0.10 -0.22 -0.447
C -1.08215 1.51391 -1.29462 -0.07 -0.26 0.80 -0.166
C -1.79043 2.19490 -0.09561 -0.43 -0.07 0.03 0.010
C -3.14067 2.81966 -0.45913 0.39 0.66 -0.03 -0.558
C -2.99664 4.29476 -0.87313 -0.33 -0.29 0.33 -0.887
C -2.18312 5.18507 0.07364 0.32 0.33 0.25 0.538
O -2.32700 5.18982 1.28641 0.05 -0.02 -0.86 -0.662
C -1.10038 6.11647 -0.51379 -1.01 -0.87 0.15 0.541
C -0.96927 6.31423 -1.87173 -0.10 -0.01 -0.73 -0.241
C 0.00662 7.15720 -2.36148 0.05 0.18 -0.86 -0.865
C 0.86783 7.82263 -1.52401 0.47 0.14 -0.29 0.134
C 0.72682 7.63320 -0.16324 0.67 0.66 0.00 -0.669
C -0.24700 6.80071 0.32374 0.22 0.14 1.17 -0.351
O -3.95909 2.80050 0.80660 0.08 -1.07 -0.43 -0.101
N -5.06749 1.97133 0.60902 -0.24 0.92 0.33 0.221
O -5.80002 2.37162 -0.22714 0.09 -0.39 0.01 -0.358
H -2.53311 1.04830 -2.66745 -0.21 0.09 0.30 0.386
H -2.59499 0.21680 -1.27338 -0.24 0.07 -0.26 0.023
H -0.60529 2.22501 -1.97697 -0.28 -0.11 -0.10 0.428
H -0.26575 0.90292 -0.87684 0.07 0.39 -0.06 -0.168
H -2.01803 1.37306 0.60685 0.05 0.18 -0.05 -0.388
H -1.09296 2.86366 0.45805 0.08 -0.17 -0.19 0.359
H -4.00356 4.73559 -0.92965 0.16 -0.07 0.06 0.392
H -2.61953 4.30120 -1.90121 0.19 0.16 0.25 0.276
H -1.60976 5.84904 -2.61137 -0.09 -0.15 0.33 0.276
H 0.08421 7.30762 -3.43720 0.00 -0.06 0.12 0.336
H 1.62639 8.47426 -1.95604 -0.27 -0.29 0.43 0.191
H 1.38296 8.17523 0.51349 -0.09 -0.15 0.02 0.350
H -0.31400 6.71609 1.40466 -0.33 -0.32 -0.16 0.405
C 3.61087 -2.39859 -1.82884 0.03 0.04 -0.01 -0.385
C 3.38982 -1.14215 -2.20802 0.09 -0.05 0.01 -0.550
C 2.01640 -0.57248 -2.19739 -0.34 -0.13 0.10 0.279
O 1.78567 0.56565 -2.53163 0.44 0.24 -0.22 -0.539
C 0.90963 -1.44991 -1.75193 -0.14 -0.08 -0.02 -0.197
C 1.13609 -2.70416 -1.37377 0.15 -0.05 -0.10 -0.453
C 2.49657 -3.27377 -1.38179 -0.24 0.05 0.06 0.436
O 2.69441 -4.42201 -1.02927 0.19 -0.11 -0.12 -0.633
H 4.60083 -2.83827 -1.82580 -0.01 -0.03 0.02 0.425
H 4.18557 -0.48426 -2.53504 -0.02 0.02 0.00 0.422
H -0.08351 -1.01101 -1.75207 -0.01 0.05 -0.10 0.679
H 0.34185 -3.35908 -1.04244 0.02 0.01 0.06 0.571
C 4.35119 -5.64000 1.35730 0.02 -0.12 -0.08 -0.098
C 4.94254 -6.75947 1.77126 -0.04 0.11 0.04 -0.547
C 5.51596 -6.87197 3.13294 0.02 -0.11 -0.04 0.381
O 6.05634 -7.89048 3.51021 0.01 0.03 0.03 -0.580
C 5.40497 -5.68806 4.02224 -0.03 0.08 0.04 -0.449
C 4.81557 -4.56773 3.61190 0.02 -0.02 0.09 -0.422
C 4.24113 -4.45455 2.24647 0.00 -0.02 -0.10 0.386
O 3.70324 -3.43317 1.87600 0.01 0.01 0.09 -0.527
H 3.92698 -5.54038 0.36562 -0.04 0.10 0.03 0.596
H 5.03173 -7.63368 1.13888 0.02 -0.02 0.03 0.451
H 5.82917 -5.79012 5.01338 0.01 -0.04 -0.01 0.413
H 4.72720 -3.69380 4.24561 -0.02 0.02 -0.03 0.434
C 3.89789 11.21774 -3.59393 0.09 0.02 -0.04 -0.396
C 4.58292 11.47345 -4.70529 -0.01 0.00 0.09 -0.346
C 4.00711 11.19884 -6.04482 0.03 0.00 -0.07 0.356
O 4.63258 11.43046 -7.05786 0.00 0.01 0.02 -0.554
C 2.63834 10.62981 -6.09727 -0.07 -0.02 0.04 -0.370
C 1.95280 10.37405 -4.98592 -0.01 0.00 -0.11 -0.247
C 2.52857 10.64896 -3.64690 -0.06 0.00 0.06 0.424
O 1.90269 10.41737 -2.63512 0.13 0.36 -0.16 -0.556
H 4.30042 11.41011 -2.60751 -0.04 -0.02 0.02 0.419
H 5.58241 11.88903 -4.68729 0.00 0.00 -0.05 0.396
H 2.23566 10.43691 -7.08340 0.04 0.01 -0.02 0.401
H 0.95321 9.95810 -5.00333 0.00 0.00 0.06 0.439
C -3.36771 -1.17946 2.99952 0.06 -0.06 -0.02 -0.486
C -2.93424 -1.45643 1.77219 0.12 0.19 -0.01 -0.330
C -1.48778 -1.50410 1.46350 -0.08 0.13 0.03 0.425
O -1.09113 -1.75724 0.34294 -0.11 -0.15 0.17 -0.465
C -0.53660 -1.23226 2.56884 0.12 0.01 0.04 -0.608
C -0.97015 -0.95487 3.79500 0.05 -0.03 -0.05 -0.484
C -2.42175 -0.90794 4.10710 -0.14 0.05 0.00 0.280
O -2.81285 -0.65857 5.22912 0.07 -0.06 0.03 -0.602
H -4.42130 -1.14004 3.24484 0.01 0.07 -0.01 0.470
H -3.60737 -1.65897 0.95079 0.17 0.16 0.15 0.771
H 0.51735 -1.27240 2.32029 -0.01 0.01 -0.04 0.602
H -0.29437 -0.75264 4.61650 -0.04 0.03 0.02 0.426
C -6.14361 -5.93811 -1.00300 -0.04 0.05 0.03 -0.443
C -6.22251 -4.75206 -0.40630 -0.08 -0.07 -0.01 -0.466
C -5.00215 -3.97193 -0.08649 0.11 0.05 -0.01 0.265
O -5.06896 -2.89210 0.46026 -0.48 -0.32 -0.18 -0.446
C -3.69197 -4.56154 -0.45796 0.10 -0.01 -0.02 0.030
C -3.61464 -5.74818 -1.05433 0.00 0.05 0.02 -0.481
C -4.83333 -6.52916 -1.37441 0.07 -0.02 -0.03 0.255
O -4.76571 -7.61133 -1.91976 -0.03 -0.01 0.02 -0.574
H -7.02115 -6.52435 -1.24479 0.03 -0.03 -0.02 0.390
H -7.16791 -4.30380 -0.12794 0.03 0.04 0.01 0.436
H -2.81287 -3.97514 -0.21650 -0.02 0.03 0.00 0.498
H -2.66873 -6.19545 -1.33152 -0.01 -0.03 0.00 0.460
C 0.86391 -6.08865 3.30259 0.11 0.06 0.02 -0.334
C 1.49824 -6.73863 4.27507 -0.02 0.05 -0.07 -0.225
C 0.94960 -7.99134 4.84883 0.05 -0.03 0.06 0.263
O 1.52566 -8.58330 5.73655 -0.01 0.00 -0.01 -0.567
C -0.33275 -8.49271 4.29541 -0.07 0.01 -0.06 -0.373
C -0.96746 -7.84336 3.32304 0.01 -0.08 0.06 -0.383
C -0.41904 -6.58978 2.74872 -0.04 0.08 -0.09 0.120
O -0.99657 -5.99939 1.86176 0.00 -0.02 0.02 -0.418
H 1.24820 -5.17153 2.87117 -0.05 0.01 -0.04 0.578
H 2.43506 -6.38846 4.69077 0.00 -0.03 0.03 0.528
H -0.71642 -9.40858 4.72665 0.04 0.00 0.03 0.404
H -1.90394 -8.19340 2.90753 0.00 0.04 -0.03 0.421
```
Forces are in eV/Å.

=====

Record 2
C47H38BaBrCl4N6O4Te | ωB97M-V/def2-TZVPD

Results
Charge   -1
Energy   -194610.885 eV
Relative energy (zero: lowest compared OMol25 entry of this formula, charge and spin)   142.45 kJ/mol
Highest occupied orbital energy   -3.3 eV
Max |F|   2.09 eV Å⁻¹
E_LUMO   0.0458 Eh
HOMO-LUMO gap   4.5 eV
Multiplicity   1

Geometry as XYZ:
```
102
Properties=species:S:1:pos:R:3:forces:R:3:mulliken_charge:R:1
Ba 1.13215 -0.47811 0.10572 0.70 -0.15 -0.31 1.988
Br -1.79331 6.18958 2.72426 -0.03 0.10 0.02 -0.187
C -0.87427 4.80086 1.81024 0.04 -0.14 -0.08 -0.400
C 0.52263 4.83706 1.71604 0.07 -0.01 0.00 -0.374
C 1.19465 3.85631 1.02914 -0.27 0.14 0.31 -0.714
C 0.50413 2.76095 0.43501 -0.46 -0.31 -0.66 0.264
O 1.12041 1.91550 -0.28337 0.04 0.46 0.20 -1.078
C -0.93019 2.69531 0.61894 -0.32 -0.58 -0.11 0.630
C -1.80188 1.56285 0.20223 0.19 0.59 -0.02 -0.959
N -1.43088 0.36515 -0.03776 0.04 -0.69 -0.11 0.350
C -2.30596 -0.72384 -0.31078 0.54 0.12 -0.39 -0.742
C -3.57168 -0.81722 0.20052 -0.35 -0.10 0.10 -0.483
C -4.43536 -1.89381 -0.12643 0.09 0.32 0.14 -1.140
C -4.03247 -2.86868 -0.98590 0.15 -0.14 -0.16 -0.847
C -2.70980 -2.85658 -1.50085 -0.31 -0.12 0.00 1.362
C -2.22604 -3.84931 -2.40069 -0.23 -0.03 0.10 -0.750
C -0.93480 -3.85059 -2.81286 0.34 0.13 0.04 -1.005
C -0.05782 -2.86129 -2.28044 -0.71 -0.54 -0.03 -0.875
N -0.50694 -1.92715 -1.48983 -0.26 0.62 0.50 0.433
C -1.81579 -1.84533 -1.11685 0.11 0.45 -0.10 0.402
C -1.57946 3.76166 1.25130 0.02 0.03 0.14 -0.475
H 1.06512 5.65437 2.17533 0.00 0.01 -0.03 0.421
H 2.27145 3.87760 0.92232 -0.01 0.01 -0.03 0.517
H -2.86654 1.82455 0.11707 0.00 0.05 0.09 0.504
H -3.92029 -0.04843 0.88173 -0.01 0.00 -0.05 0.778
H -5.43219 -1.91672 0.29716 0.03 0.01 0.00 0.399
H -4.70482 -3.66920 -1.27504 0.03 0.02 0.00 0.399
H -2.91404 -4.61835 -2.73726 0.00 0.04 -0.02 0.412
H -0.55497 -4.59296 -3.50205 -0.02 0.01 0.00 0.540
H 1.01168 -2.92300 -2.44014 -0.04 0.16 -0.14 0.800
H -2.65815 3.75428 1.32368 -0.13 -0.02 0.01 0.637
Cl 8.72078 0.65240 2.23697 -0.20 -0.01 -0.01 -0.272
C 6.98267 0.44152 2.06064 0.18 0.01 -0.06 0.086
C 6.14012 0.72088 3.14095 -0.14 0.04 0.08 -0.462
C 4.78273 0.54472 3.02890 0.24 0.01 -0.03 -0.686
C 4.18063 0.06770 1.82500 0.01 -0.16 -0.23 0.021
O 2.92820 -0.13384 1.75201 0.44 0.12 0.48 -0.397
C 5.07359 -0.17625 0.72466 -0.24 -0.16 -0.60 0.818
C 4.65763 -0.62680 -0.62090 0.45 0.21 0.61 -0.359
O 3.54839 -0.88577 -1.04850 -0.09 -0.08 0.31 -0.435
C 6.45291 0.01323 0.87286 0.18 0.04 0.06 -0.811
H 6.57215 1.08426 4.06595 -0.02 -0.03 0.00 0.406
H 4.12364 0.75711 3.86196 0.02 -0.01 -0.01 0.420
H 5.51316 -0.73527 -1.31598 0.04 0.01 0.02 0.258
H 7.10620 -0.18180 0.02849 -0.02 0.00 0.03 0.341
C -6.79636 1.83958 3.33600 0.04 -0.02 0.01 -1.611
C -5.59309 2.18852 4.17404 0.02 0.07 -0.13 0.407
C -4.48049 2.80805 3.61894 0.05 -0.03 0.03 -0.282
C -3.35843 3.13095 4.37365 0.15 -0.12 -0.03 0.323
C -3.32626 2.80259 5.72008 0.25 -0.20 0.08 0.097
N -2.21788 3.04613 6.57362 0.17 -0.17 -0.14 -0.058
C -0.85604 3.19347 6.34822 -0.09 0.06 0.06 0.203
O -0.21126 3.93315 7.06695 0.05 0.09 0.07 -0.701
N -0.21604 2.49635 5.34126 -0.30 -0.06 -0.12 -0.018
C -0.48971 1.25768 4.73296 -0.02 0.31 0.00 0.149
C -1.26796 0.26343 5.30360 -0.16 0.17 0.10 -0.279
C -1.52634 -0.87928 4.56991 -0.03 -0.09 -0.06 -1.158
C -0.96661 -1.00906 3.31231 0.11 -0.08 -0.08 -0.560
N -0.13700 -0.10061 2.79653 -0.01 -0.04 0.14 0.830
C 0.10477 1.00016 3.49783 -0.13 -0.08 -0.20 -0.725
C -4.44652 2.21393 6.29919 -0.10 -0.16 0.01 -0.446
C -5.56023 1.91136 5.53568 -0.03 0.02 0.15 -0.705
H -6.66670 2.17298 2.30584 0.00 -0.01 0.03 0.342
H -7.70185 2.30579 3.72926 0.02 0.00 0.00 0.404
H -6.96623 0.75997 3.31995 0.01 0.03 0.00 0.332
H -4.48974 3.05077 2.56500 0.02 0.06 -0.08 0.230
H -2.51894 3.63393 3.91039 0.03 -0.06 0.01 0.208
H -2.45236 3.43477 7.47242 0.02 0.10 0.01 0.247
H 0.67463 2.91275 5.11848 0.04 -0.01 0.06 0.240
H -1.67127 0.38096 6.29854 -0.08 0.09 0.04 0.545
H -2.15181 -1.66415 4.97468 0.02 0.01 -0.01 0.431
H -1.16253 -1.88597 2.70245 -0.01 0.05 0.01 0.428
H 0.79320 1.71976 3.06049 -0.05 -0.02 -0.01 0.466
H -4.43160 1.97189 7.35659 0.02 -0.02 -0.03 0.404
H -6.41555 1.44012 6.00858 0.02 0.02 0.00 0.377
Cl -1.01933 -6.10029 0.16429 0.36 0.00 0.02 -0.067
C 0.71231 -5.74664 0.29511 0.32 1.16 0.42 0.724
Cl 1.55935 -6.02638 -1.23569 -0.19 -0.07 0.33 -0.072
Cl 1.45321 -6.69950 1.63594 -0.31 0.34 -0.63 -0.116
C 0.87177 -4.28056 0.65519 -0.22 -2.08 -0.11 -0.308
N 0.99604 -3.22229 1.06323 -0.01 0.32 0.11 -0.256
C 3.36206 -1.78987 -10.19956 0.03 0.01 0.04 -1.449
C 2.87939 -1.51475 -8.79715 0.01 0.00 -0.04 0.785
C 2.22266 -2.48268 -8.05324 -0.04 -0.02 0.04 -1.173
C 1.73287 -2.22680 -6.77329 0.05 0.01 0.00 1.043
C 1.05106 -3.35467 -6.04397 -0.02 0.02 -0.04 -1.196
C 1.88757 -0.95209 -6.18865 0.10 -0.03 -0.19 -0.638
Te 1.01512 -0.53990 -4.29785 -0.07 -0.03 -0.06 0.036
C 2.59962 0.01877 -6.92385 -0.03 -0.03 0.05 1.075
C 2.88840 1.40074 -6.38877 -0.02 -0.03 -0.02 -1.619
C 3.06938 -0.27718 -8.20117 0.03 0.04 0.00 -0.749
H 3.13235 -2.81407 -10.49871 0.01 0.01 0.01 0.330
H 4.44263 -1.64859 -10.28941 -0.02 -0.01 0.01 0.318
H 2.88866 -1.11839 -10.92060 0.00 -0.01 0.01 0.312
H 2.07976 -3.47272 -8.48086 -0.01 0.03 0.01 0.163
H 0.99688 -4.24452 -6.67792 0.01 0.03 0.03 0.303
H 0.04355 -3.06629 -5.73476 0.01 0.00 0.00 0.256
H 1.59623 -3.60361 -5.12770 -0.02 0.03 0.00 0.206
H 2.62769 1.48236 -5.33653 0.01 -0.02 0.01 0.245
H 2.31599 2.15684 -6.93433 -0.01 -0.02 0.02 0.282
H 3.94934 1.63818 -6.50797 -0.03 0.00 -0.02 0.355
H 3.60423 0.49734 -8.74867 -0.02 -0.02 0.02 0.354
```
Forces are in eV/Å.